Below is a cluster of 14 separate species, C21H70O21 in total in a non-equilibrium geometry, with properties calculated with wB97M-V/def2-TZVPD.

E_tot	-65903.605	eV
total charge	-1
HOMO (spin up / spin down)	0.01 / -7.18	eV
<S²>	0.7505
multiplicity	2

The geometry in XYZ format:
```
112
Properties=species:S:1:pos:R:3:forces:R:3:lowdin_charge:R:1
H -0.312072 1.896884 4.928020 0.45 -0.49 -0.35 0.093
O 0.416278 2.132124 -2.611420 1.45 -0.31 -0.19 -0.103
O 4.260098 0.294454 -2.586120 -0.16 0.08 -0.29 -0.118
H 2.352998 -1.815726 -4.629850 0.07 0.08 0.21 0.123
H -2.509132 -2.012596 0.280110 0.07 -0.01 0.25 0.096
H -4.681432 -0.441326 -4.049770 0.27 0.37 -0.72 0.112
C -0.717612 0.135494 0.343990 0.06 0.59 2.22 -0.109
C 0.950288 -0.501086 -5.648030 0.08 -0.16 1.22 -0.186
C 4.370978 0.676914 -1.250290 1.05 -0.15 0.60 -0.180
C -2.252832 3.493744 -0.697310 0.15 -0.21 0.17 -0.205
H 1.606078 0.718824 1.780710 -0.42 -0.01 -0.70 0.017
C 2.714868 -0.011356 3.198110 0.03 1.53 0.09 -0.089
C 2.483268 -3.695336 2.574290 -0.12 0.10 0.36 -0.143
H 1.860008 -3.185266 -2.454460 0.42 -0.09 -0.23 0.104
O 0.676588 0.408614 0.250290 -0.20 -0.10 -1.27 -0.121
O 1.847958 -2.728756 1.777930 0.43 0.16 -1.26 -0.139
H 0.739368 -1.295546 -6.363880 -0.53 0.30 -0.49 0.110
C -0.361722 -1.683786 5.847720 0.19 0.30 -0.99 -0.255
H 1.749668 0.141454 -6.017140 -0.07 -0.02 -0.07 0.122
H 2.037658 -4.678266 2.421420 -0.18 -0.11 0.26 0.081
O -0.413182 -1.621246 3.384800 0.11 -0.66 0.65 -0.082
H 0.731068 2.330524 -4.971370 -0.38 -0.31 0.17 0.032
H 1.840018 -6.508736 -0.300300 -0.38 -0.45 0.36 0.087
H 2.631218 -4.265086 -0.395000 0.47 -0.29 0.44 0.107
H -0.792492 -0.063366 -4.783090 -0.25 -0.50 0.17 0.040
C 2.746138 4.856954 2.595420 -1.31 -0.62 0.75 -0.196
H -0.988692 -2.804536 -1.146620 0.86 0.18 -0.17 0.031
H 4.129568 1.710534 -1.002410 -0.31 0.25 -0.37 0.066
H -2.513412 0.875504 -3.981940 0.50 -0.43 -0.42 0.110
H 5.432208 0.553254 -1.034400 0.06 0.01 0.50 0.073
O 2.413888 3.867124 3.630010 0.34 1.41 -0.77 -0.094
H -1.548972 2.945354 -0.071240 0.15 0.48 0.21 0.067
C -2.672272 -2.928646 -0.287630 0.61 0.01 -0.50 -0.193
H -1.365442 0.300324 -0.516960 0.55 -0.24 -0.36 0.077
H 0.968668 0.330074 -3.308600 -0.43 0.59 -0.10 0.048
H -3.716862 -2.887786 -0.596270 -0.05 -0.45 0.23 0.118
H 1.673908 4.893964 -4.120180 0.45 -0.24 -0.16 0.107
H -1.746562 -0.446806 5.414280 -0.41 0.73 -0.13 0.024
H -0.440322 2.485494 -2.360470 -0.86 0.01 -0.01 0.017
H -2.472552 -3.914656 1.547000 -0.01 -0.32 0.24 0.116
H -2.492242 1.086614 3.552650 -1.51 -0.85 -0.52 0.025
C 1.898328 4.661044 1.316680 0.93 0.74 0.42 -0.252
H -4.729682 0.979784 -3.044470 0.25 0.14 0.33 0.083
H 1.057788 3.918644 -1.834030 0.14 0.19 0.04 0.102
O -1.606802 -1.107046 6.097030 -0.42 -0.34 0.77 -0.059
H -0.591392 1.704724 3.113710 0.40 -0.38 0.26 0.071
H 3.390688 0.372484 3.962340 0.16 0.37 -0.21 0.079
O -1.985302 3.075594 -2.032170 -0.17 0.13 0.55 -0.260
C -0.431522 -2.463476 4.549790 0.08 -0.88 0.20 -0.218
H -2.378582 0.460714 -2.288660 0.19 0.08 0.00 0.080
O -1.885612 -2.871466 -1.482230 -0.92 -0.15 0.01 -0.096
H 1.946228 -0.511046 3.787680 -0.20 -0.37 -0.51 0.056
O 0.763318 -2.876326 -0.831160 -1.77 1.16 0.73 -0.068
H -4.666312 -1.726436 -2.516540 -0.07 -0.15 0.22 0.076
H -1.340102 -3.061816 4.617450 -0.32 0.04 -0.34 0.123
H -3.649462 1.308904 1.186510 -0.26 -0.35 -0.61 0.054
C 1.439368 -1.270116 -4.393850 -1.06 1.67 -0.21 -0.212
C -2.723782 0.091584 -3.254410 -1.31 -0.69 0.94 -0.209
O 1.212038 3.142534 -5.147130 0.28 1.14 0.44 -0.077
H -2.803892 -5.454326 -0.744060 -0.14 -0.34 -0.21 0.084
H -1.284362 2.952144 4.064870 -0.77 0.12 -0.02 0.077
H 0.434398 -4.138936 -2.424420 -0.41 -0.15 0.40 0.132
H 0.021998 4.476874 -4.026910 -0.41 -0.33 -0.03 0.100
C -1.018732 1.895534 4.098130 1.27 1.00 0.94 -0.143
H -2.799802 3.255644 -2.507320 -0.49 0.02 -0.73 0.044
H 0.351238 -0.882816 5.652170 0.59 0.03 0.47 0.112
O -2.133362 -1.211786 -3.519230 -0.35 2.01 -1.29 -0.090
O -2.984342 -5.318806 0.189040 -0.46 -0.43 -0.38 -0.053
H 1.101218 -2.293866 2.196080 -0.31 -0.03 0.53 0.047
C 1.015978 4.029564 -4.030570 0.17 -0.96 0.58 -0.218
H -1.204382 -4.409466 0.427300 0.30 0.57 -0.12 0.112
H 0.890388 0.023554 -0.602720 0.91 0.07 -0.27 0.071
H 2.206588 2.810254 0.870450 0.02 -0.33 -0.01 0.054
O -2.072852 1.006414 4.412470 0.33 0.44 -0.52 -0.135
H -3.885762 3.630984 1.767090 0.22 -0.06 -0.06 0.061
H 2.552988 5.850914 2.998940 -0.33 -0.09 0.35 0.103
H 0.363398 -3.203746 4.459180 0.33 0.28 -0.13 0.101
H -1.197432 -1.073846 3.467810 -0.21 0.44 -0.33 0.072
H 3.821038 4.850554 2.414720 0.00 -0.32 -0.51 0.110
O 1.234148 -5.792136 -0.502830 0.52 -0.64 -0.10 -0.033
H -1.037772 0.859554 1.093210 -0.50 -0.16 0.03 0.053
C 1.276508 3.271014 -2.683050 -0.57 0.86 -1.17 -0.196
H 1.902178 5.598144 0.759960 0.41 0.08 -0.26 0.110
C 2.067848 -4.853996 -1.118810 -0.58 2.29 -0.94 -0.240
O 2.460448 3.663044 0.510020 -0.03 -0.24 -0.48 -0.067
C -3.889432 2.773324 2.439770 -0.23 -0.44 0.37 -0.177
C -4.262712 0.000074 -3.145380 0.52 0.12 -1.56 -0.305
H 3.346048 0.030594 -2.714530 -0.55 0.03 -0.61 0.018
H -2.297512 -1.752746 -2.743340 0.31 -0.43 0.63 0.015
O -3.161722 1.638474 1.944860 0.18 0.72 0.58 -0.215
H 3.536768 -3.785296 2.309410 0.02 0.26 -0.22 0.083
C 1.219088 -3.748666 -1.776300 1.78 -1.07 -1.12 -0.250
H -0.076182 -2.308236 6.694260 0.05 0.02 -0.06 0.123
H 3.796898 0.035244 -0.581870 -0.08 -0.15 0.14 0.072
H 0.830908 4.507664 1.475400 -0.04 -0.34 0.64 0.117
O 2.147108 1.127704 2.460190 0.92 -1.07 1.25 -0.147
H 1.311448 -2.888876 -0.043120 0.22 0.06 0.64 0.057
H -3.253452 3.219564 -0.363110 -0.25 -0.32 -0.23 0.015
H 3.298918 -0.647046 2.532610 -0.36 -0.20 0.04 0.077
H 2.790338 -5.200146 -1.857930 -0.16 -0.73 -0.04 0.122
H 2.335158 3.013434 -2.651350 -0.15 -0.52 0.10 0.115
H -4.924392 2.484274 2.622590 -0.11 0.10 -0.02 0.070
H -2.219732 4.580554 -0.620930 0.47 0.10 0.21 0.066
H 2.441568 -3.373396 3.614820 0.03 -0.36 0.18 0.074
H 0.642298 -1.943706 -4.079110 -0.01 -0.35 -0.10 0.101
O -0.146802 0.390914 -5.329260 1.09 -0.55 -0.66 -0.075
O -4.697782 -0.844606 -2.138390 -0.13 -0.77 1.41 -0.103
H -0.781772 -0.849236 0.806910 -0.64 -0.23 -0.36 0.063
H 2.433278 3.008194 3.201670 -0.03 -0.50 -0.14 0.022
O 1.658568 -0.336796 -3.339140 1.02 -0.99 0.26 -0.090
C -2.263112 -4.162636 0.506460 -0.53 0.77 0.98 -0.247
H -3.445632 3.018274 3.404730 0.00 0.23 -0.13 0.067
```
Positions in Å, forces in eV/Å.